No. 1
The following is a quantum chemistry calculation of 5 unconnected molecules or ions with the total composition CH11O4S, from the Open Molecules 2025 dataset.

Its charge is 0. The calculation puts the HOMO energy (spin up / spin down) at -10.458 / -10.072 eV. As for the total energy: -20239.3848 eV. The spin multiplicity is 2. The value obtained for the HOMO-LUMO gap (spin up / spin down) is 10.70 / 7.00 eV. As for the energy above the lowest of the compared OMol25 structures with the same formula, charge and spin: 0.00 kJ/mol.

Structure (XYZ):
```
17
CH11O4S wB97M-V/def2-TZVPD
H -0.062 2.467 0.128
H 2.010 -1.167 2.360
H -0.434 -1.502 -0.730
H 1.232 1.325 0.491
O -0.940 -1.632 -1.522
H -1.768 -1.155 -1.338
H 2.451 -0.452 -1.732
H 0.752 2.470 1.696
H 1.262 -1.866 1.234
H -3.682 -0.244 -0.254
S -0.830 0.679 1.579
H 1.012 0.102 -1.800
O 1.940 0.337 -1.935
O -3.018 0.235 -0.753
O 2.091 -1.886 1.725
H -2.379 0.451 -0.055
C 0.363 1.838 0.906
```

=====

No. 2
The following is a quantum chemistry calculation of 5 unconnected molecules or ions with the total composition C15H35N5O5, from the Open Molecules 2025 dataset.

Its charge is 0. Its structure (SMILES) is CN(C)C=O.CN(C)C=O.CN(C)C=O.CN(C)C=O.CN(C)C=O. The calculation puts the HOMO energy at -8.683 eV. As for the total energy: -33808.2554 eV. The value obtained for the HOMO-LUMO gap is 8.85 eV. As for the energy above the lowest of the compared OMol25 structures with the same formula, charge and spin: 448.44 kJ/mol.

Structure (XYZ):
```
60
C15H35N5O5 wB97M-V/def2-TZVPD
H -2.641 -0.355 -0.239
H -3.191 -5.493 -0.920
C 0.904 4.573 -3.900
O 1.797 3.992 -1.272
C 0.729 -0.024 -0.238
H -1.753 6.805 2.248
C -2.174 6.054 2.935
H -2.710 -4.882 0.935
H 1.292 -2.754 2.265
C 0.802 3.499 -1.699
H -1.029 5.426 0.699
H 0.792 0.884 0.362
H 2.546 -0.692 2.565
N -1.839 4.797 2.619
H -0.524 2.586 -4.522
N 3.031 -2.077 1.172
H -0.051 -2.361 -1.458
H -2.860 3.846 4.320
N -1.179 -5.227 -0.350
H 3.928 -0.152 1.637
C 0.215 -5.362 -0.734
N -0.636 -0.550 -0.310
O 4.612 -1.810 -0.505
C -0.565 2.613 -3.433
C -1.042 4.571 1.375
C -2.193 -5.773 -1.258
C 2.107 -3.107 1.633
H 3.053 -3.150 -0.475
H -0.613 1.667 -2.894
H 0.471 -4.748 -1.598
C -1.617 -4.800 0.822
H 0.868 -5.252 0.132
H -0.356 -2.422 0.286
H -1.531 3.758 0.837
C 3.478 -1.025 2.110
O -2.888 6.274 3.904
H -1.191 3.134 3.882
N 0.338 3.680 -2.880
H -1.520 3.097 -3.226
H 2.669 -3.753 2.307
H -2.078 -6.856 -1.286
H -1.675 -2.201 -0.818
H 0.402 -6.421 -0.908
H 1.720 4.168 -4.498
H 4.261 -1.374 2.783
H 1.229 5.564 -3.583
O -1.687 1.474 -0.052
H -1.958 -5.284 -2.204
C -1.724 0.252 -0.174
C -2.076 3.692 3.579
H -0.001 4.830 -4.450
H -0.039 4.191 1.571
H -2.537 2.992 2.881
C -0.634 -1.929 -0.645
H 1.716 -3.747 0.843
C 3.674 -2.381 0.010
H 1.252 -0.013 -1.194
H 0.291 2.748 -1.077
H 1.204 -0.750 0.422
O -0.870 -4.439 1.668
```

=====

No. 3
The following is a quantum chemistry calculation of 3 unconnected molecules or ions with the total composition C17H35ClN2O5P, from the Open Molecules 2025 dataset.

Its charge is 0. The calculation puts the HOMO energy (spin up / spin down) at -7.911 / -8.937 eV. As for the total energy: -53223.3566 eV. The spin multiplicity is 2. The value obtained for the HOMO-LUMO gap (spin up / spin down) is 8.46 / 9.49 eV.

Structure (XYZ):
```
61
C17H35ClN2O5P wB97M-V/def2-TZVPD
C 0.277 0.846 2.263
H 0.575 2.359 3.742
C 3.221 -4.282 -0.470
H 3.311 -5.303 2.682
C 1.267 -0.100 2.944
C -0.142 -0.176 -1.426
H -3.558 -1.019 2.861
C 2.069 -5.255 -0.347
H -0.529 -1.039 -1.973
H 4.885 -4.582 3.002
P -3.885 0.210 2.244
H -2.318 4.576 -2.874
O -2.196 3.130 -4.369
C -1.176 0.506 2.690
O -0.961 1.323 -4.297
H -2.276 -1.239 0.628
H 1.120 -4.722 -0.399
C 0.119 -1.747 0.498
C -2.507 4.463 -3.942
H -2.006 5.384 -5.818
H -3.931 1.031 3.394
C -0.379 -0.365 0.064
C -0.046 3.195 -3.145
H -0.005 3.010 2.193
C -2.219 0.659 1.587
O 0.624 1.772 0.109
C -1.781 5.511 -4.759
H -1.223 -0.539 3.016
H 0.443 2.483 -2.485
H -2.104 6.507 -4.454
H -0.329 -2.493 -0.163
O 3.161 -3.251 0.526
N -5.152 0.180 1.358
H 1.206 -1.826 0.431
H -0.425 4.024 -2.555
H 2.104 -5.976 -1.165
H 4.188 -4.785 -0.442
H -1.441 1.124 3.552
H -5.069 0.546 0.419
H 1.288 0.109 4.016
H 2.106 -5.806 0.592
H 2.272 0.051 2.548
H 0.701 3.583 -3.840
Cl -2.396 2.387 1.069
H 4.561 -5.368 1.439
C 0.647 2.275 2.655
H 1.671 2.494 2.354
H -0.701 5.448 -4.625
H -0.657 0.703 -1.795
H -2.453 0.104 -0.481
C -1.896 -0.238 0.391
O 3.552 -2.475 2.535
H 0.921 -0.071 -1.643
C 3.618 -3.412 1.787
H 3.166 -3.738 -1.412
C -1.089 2.469 -3.959
H -3.583 4.541 -4.091
N 0.380 0.711 0.775
C 4.140 -4.756 2.231
H -0.181 -2.001 1.517
H 1.018 -1.152 2.819
```

=====

| no. | maximum force (eV/Å) |
| --- | --- |
| 1 | 0.751 |
| 2 | 4.316 |
| 3 | 0.332 |